Entry 1:
ORCA calculation (ωB97M-V with the def2-TZVPD basis set) on a molecular structure, C36H22BiClN9O5.

XYZ file:
```
74
Properties=species:S:1:pos:R:3:forces:R:3
Bi -0.161 -0.164 0.418 -0.04 -0.54 -0.01
Cl 5.319 -5.739 -0.798 -0.01 0.01 -0.01
O 1.918 -1.584 1.533 -0.31 0.14 -0.27
O 0.010 -2.029 -0.931 0.16 0.50 0.00
O -1.668 0.363 2.267 0.19 0.19 -0.20
O -0.205 -4.239 -1.178 0.01 -0.18 -0.11
O -3.207 -0.320 3.743 -0.21 0.04 0.25
N 2.224 -0.205 -1.172 -0.08 0.14 -0.21
N -1.375 -2.054 1.299 -0.01 0.15 -0.01
N -1.544 2.651 4.244 -0.05 -0.09 0.00
N 0.461 1.907 -1.266 0.11 -0.16 -0.03
N 2.635 2.544 4.037 0.05 0.01 -0.04
N -1.765 3.344 2.108 -0.19 -0.04 0.07
N -2.836 2.674 3.886 0.01 0.14 0.04
N -6.305 0.643 -4.203 -0.09 0.01 -0.06
N 1.013 2.854 1.790 0.04 -0.12 -0.16
C -1.772 -4.378 1.207 0.00 0.04 -0.01
C -2.161 -1.930 2.361 -0.04 -0.04 0.07
C -1.196 -3.223 0.705 0.06 -0.06 0.00
C 2.310 2.590 1.686 0.08 0.05 -0.04
C -0.379 3.918 -2.241 -0.01 -0.02 0.05
C -2.948 3.070 2.611 0.10 -0.01 -0.02
C -0.938 3.046 3.145 0.08 -0.07 0.00
C -4.417 0.465 -1.263 0.04 0.03 0.01
C -0.384 -3.194 -0.581 -0.05 -0.13 0.15
C -1.917 -0.056 -2.336 0.10 -0.04 0.03
C 1.324 1.758 -2.306 -0.02 -0.05 0.07
C 3.868 -3.447 -0.913 0.07 -0.07 -0.04
C 1.346 2.684 -3.370 -0.01 0.11 -0.10
C 2.681 -2.435 0.990 -0.11 0.42 0.23
C 3.086 -2.397 -0.388 -0.20 0.13 -0.25
C 3.201 -3.521 1.769 0.02 -0.15 0.00
C -2.038 0.080 -0.950 0.03 -0.01 0.09
C -2.568 -4.276 2.338 -0.02 -0.01 -0.01
C 3.986 -4.499 1.233 0.00 -0.07 0.11
C 3.145 1.487 -4.401 -0.03 -0.01 0.03
C -2.372 -0.506 2.865 0.06 -0.20 -0.11
C -3.308 0.338 -0.437 0.03 0.11 0.08
C 3.144 0.574 -3.329 0.14 0.05 0.00
C 3.116 2.431 2.801 0.01 -0.03 0.01
C -5.400 0.505 -3.507 0.14 -0.03 0.09
C 2.767 -1.367 -1.339 0.15 -0.17 0.16
C 2.260 2.523 -4.437 -0.01 -0.01 0.03
C -0.335 2.940 -1.226 -0.20 0.06 0.08
C -3.006 0.075 -3.179 0.00 0.03 0.00
C -4.263 0.343 -2.640 -0.10 0.00 -0.09
C 2.240 0.653 -2.292 -0.01 -0.03 0.22
C -2.785 -3.034 2.916 0.03 0.05 0.00
C 4.320 -4.465 -0.128 0.03 -0.02 -0.10
C 0.449 3.777 -3.312 0.04 -0.03 -0.01
C 1.338 2.787 4.140 -0.02 0.03 0.03
C 0.522 2.931 3.018 -0.10 0.08 0.14
H -1.592 -5.310 0.693 0.01 -0.02 -0.01
H 0.446 4.496 -4.122 0.00 0.01 -0.02
H 4.347 -5.314 1.847 0.01 0.00 0.01
H 3.916 -0.181 -3.308 0.01 -0.02 -0.02
H -0.953 -0.282 -2.776 0.05 -0.03 0.01
H 4.125 -3.429 -1.965 0.02 -0.02 -0.03
H 4.167 2.193 2.695 0.03 0.01 0.00
H 3.088 -1.642 -2.348 -0.02 -0.05 0.00
H -3.036 -5.158 2.754 0.00 -0.02 0.01
H 3.875 1.367 -5.191 0.01 -0.01 -0.01
H -3.424 -2.887 3.775 -0.01 -0.01 0.01
H -3.889 3.125 2.095 -0.09 0.04 -0.04
H 0.914 2.855 5.133 -0.02 0.01 0.01
H 2.710 2.484 0.684 0.02 -0.02 -0.03
H -1.065 4.748 -2.155 -0.02 0.02 0.00
H 2.918 -3.545 2.813 0.01 0.01 0.03
H -3.442 0.471 0.630 0.01 -0.04 0.02
H -3.519 2.214 4.467 0.07 -0.03 -0.10
H -0.990 3.019 -0.361 0.05 0.02 0.00
H -5.396 0.668 -0.850 -0.01 0.00 0.01
H -2.893 -0.030 -4.251 0.00 0.00 0.01
H 2.262 3.240 -5.247 -0.01 0.02 -0.02
```
Forces are in eV/Å.

Energy relative to the best compared isomer or geometry (same formula, charge and spin): 0.00 kcal per mole
Frontier orbital gap: 6.59 eV
Net charge: -1
Lowest unoccupied orbital energy: 1.897 eV
Largest force on an atom: 0.55 eV Å⁻¹
E_HOMO: -4.70 eV

Entry 2:
ORCA calculation (ωB97M-V with the def2-TZVPD basis set) on a molecular structure, C36H37CrO3P2S2.

XYZ file:
```
81
Properties=species:S:1:pos:R:3:forces:R:3
Cr 0.239 0.011 -0.309 -0.99 -0.79 -0.17
S -0.098 -1.599 -2.080 -0.02 -0.03 -0.21
S -0.094 -2.465 0.752 -0.04 0.05 0.13
P 5.394 1.378 -0.269 0.05 -0.12 0.06
P 2.598 -0.190 -0.738 0.81 0.10 -0.31
O -0.212 -4.051 -1.361 -0.16 -0.16 0.04
O -1.911 0.218 -0.256 0.10 0.34 0.10
O 0.321 1.801 0.545 -0.04 -0.02 0.03
C 2.147 0.957 5.147 -0.01 0.00 0.01
C -0.214 -5.162 -0.442 0.05 0.00 -0.02
C 1.935 1.446 -2.865 0.09 -0.08 0.00
C 3.595 -4.032 -1.790 -0.02 0.01 0.02
C 5.281 2.260 2.461 -0.01 -0.01 0.05
C 1.204 1.979 2.735 -0.04 -0.14 0.17
C 3.962 0.199 -3.192 -0.02 -0.05 0.00
C -2.815 0.251 0.862 0.12 -0.03 0.02
C 7.219 3.009 3.677 0.02 0.02 0.00
C 8.062 -2.376 -0.764 -0.02 0.00 -0.02
C 3.948 -4.588 -0.568 0.01 0.00 -0.04
C 4.139 0.819 -4.419 0.02 -0.01 -0.01
C 0.681 2.523 1.472 0.11 0.31 0.31
C -0.168 -2.831 -0.890 0.29 0.26 0.14
C 3.751 0.749 0.357 -0.06 -0.03 -0.27
C 3.208 -1.904 -0.724 -0.04 0.02 -0.03
C 6.559 -1.076 0.592 0.07 -0.01 0.03
C 3.220 1.758 -4.867 0.03 0.01 0.00
C 3.915 -3.808 0.580 0.01 -0.02 0.04
C 2.116 2.073 -4.089 -0.03 0.02 -0.01
C 1.754 2.830 3.696 0.05 0.08 -0.10
C 5.858 2.763 3.623 -0.03 0.00 -0.02
C 1.598 0.098 4.200 0.02 -0.02 0.02
C 7.372 -2.186 0.429 -0.04 0.00 0.05
C 6.417 -0.144 -0.435 -0.15 0.04 0.04
C 7.944 -1.447 -1.786 -0.04 0.00 0.00
C 1.127 0.607 3.006 0.05 0.15 -0.11
C 8.006 2.759 2.558 0.01 -0.04 -0.02
C 2.854 0.504 -2.404 0.06 0.04 0.07
C 7.432 2.258 1.401 -0.08 0.02 0.05
C 6.060 1.989 1.340 0.02 0.03 -0.12
C 7.123 -0.337 -1.620 0.00 0.04 -0.02
C 3.220 -2.698 -1.870 0.00 0.00 0.06
C 0.572 3.997 1.275 -0.01 0.18 0.03
C 2.225 2.320 4.892 0.07 0.03 0.10
C 3.543 -2.476 0.501 0.00 0.02 0.07
H 3.868 0.202 1.294 -0.08 -0.04 0.04
H -2.276 0.684 1.700 0.04 0.02 0.00
H 9.072 2.952 2.589 -0.05 0.00 -0.01
H 2.507 0.563 6.090 0.00 0.01 -0.05
H 8.492 -1.581 -2.711 -0.02 0.00 0.03
H -2.368 -0.100 -1.039 0.04 -0.20 -0.13
H 2.919 -2.286 -2.822 0.00 0.04 -0.05
H 8.695 -3.246 -0.891 -0.02 0.05 0.02
H 4.178 -4.238 1.539 -0.01 0.02 -0.04
H 5.238 2.959 4.490 0.01 -0.01 -0.04
H 1.838 3.893 3.501 -0.02 -0.05 0.05
H 7.476 -2.901 1.236 0.00 0.02 -0.05
H 3.196 1.663 0.584 -0.02 0.05 0.12
H 0.763 -5.246 0.029 0.03 0.05 0.01
H 0.686 -0.062 2.280 -0.04 -0.11 -0.05
H 6.052 -0.919 1.540 0.01 -0.01 -0.05
H 4.213 2.076 2.446 0.04 0.02 0.08
H 4.684 -0.530 -2.848 0.04 -0.02 0.01
H 2.652 2.988 5.631 -0.03 -0.04 -0.04
H 3.366 2.247 -5.823 -0.02 -0.03 0.03
H 8.055 2.067 0.535 0.02 -0.02 0.00
H 1.068 1.696 -2.262 -0.06 0.04 0.02
H 4.247 -5.627 -0.511 -0.02 0.04 0.00
H -3.133 -0.755 1.123 0.01 -0.07 0.00
H 1.571 4.414 1.112 -0.01 0.00 0.03
H 0.145 4.486 2.149 0.02 0.02 -0.02
H 3.605 -4.638 -2.688 0.01 0.03 0.03
H 7.668 3.398 4.583 -0.01 -0.02 -0.04
H 7.039 0.398 -2.415 -0.01 -0.03 0.02
H -3.677 0.872 0.632 -0.02 0.05 -0.04
H 5.000 0.570 -5.028 -0.03 0.01 0.03
H -0.424 -6.037 -1.046 0.00 0.01 -0.06
H -0.036 4.201 0.399 0.01 -0.01 -0.02
H 1.532 -0.965 4.398 -0.01 0.05 0.00
H -0.977 -5.027 0.320 -0.05 0.03 0.00
H 3.506 -1.884 1.410 0.00 -0.06 -0.04
H 1.395 2.802 -4.439 0.03 -0.03 0.04
```
Forces are in eV/Å.

Energy relative to the best compared isomer or geometry (same formula, charge and spin): 5.77 kcal per mole
Frontier orbital gap (spin up / spin down): 6.83 / 7.00 eV
Multiplicity: 5
⟨S²⟩: 6.026
Net charge: +1
Lowest unoccupied orbital energy (spin up / spin down): -3.383 / -3.532 eV
Largest force on an atom: 1.28 eV Å⁻¹
E_HOMO (spin up / spin down): -10.21 / -10.53 eV